C42H96F8N11O20S8 | ωB97M-V with the def2-TZVPD basis set

Atoms and positions in Å:
C  -3.63401  -5.96063  0.11774
F  0.93882  5.23413  -1.83476
S  0.60362  1.35061  0.48571
H  3.52756  -3.43260  3.66913
O  -4.56283  -5.17033  4.96506
H  -3.65973  2.12250  -5.70358
C  -3.95469  -0.13286  -3.79702
N  -6.52511  2.12823  -1.93336
H  0.02204  -3.89734  0.53313
C  8.37782  0.53833  -3.48447
H  0.11300  -5.16767  2.67182
F  3.04553  2.28149  -4.72410
H  -5.88114  -1.53816  -5.92157
H  2.17208  9.78904  3.49264
H  4.61753  4.82557  2.13272
O  1.63050  0.66393  1.26639
C  5.01630  6.89152  3.51053
N  2.60099  -3.33022  4.07235
H  -5.15964  -2.02969  3.30247
O  4.30499  4.12745  -4.06300
H  -4.50056  1.08686  -6.97299
C  7.90875  0.53872  -1.03005
N  -3.86779  -2.89778  4.12842
H  -8.99891  1.77145  -6.53882
C  2.64370  4.02604  4.27182
H  1.75411  -5.41124  2.00605
S  3.42167  3.20429  -3.39231
H  8.15436  0.17282  -4.48596
H  -0.12855  -5.41845  -2.23992
H  0.65686  -2.43397  3.47697
H  1.95235  -0.37607  -2.91074
H  2.11271  -6.98094  -0.12945
H  0.79036  -6.75627  2.43214
H  5.19477  -0.63500  -0.83616
H  -2.00913  3.19796  -4.34642
N  7.17433  -0.16240  0.10768
O  -2.87230  -3.86117  6.22351
H  -0.40666  3.77523  -3.93294
H  1.17143  2.10728  -3.23719
N  -5.80826  -1.47691  2.73642
C  -6.38620  -0.38686  3.67379
H  8.39305  -0.06883  2.03394
H  2.19050  -1.61103  2.81263
O  -1.28179  -3.24290  4.05122
H  4.43997  4.69040  4.97001
C  -0.51726  -4.68357  -1.53078
C  3.50988  5.19513  4.70668
C  -7.14305  0.75709  -5.91605
H  0.45658  -0.86792  -3.52297
O  -1.54122  -7.13672  1.71737
C  -1.98894  -4.94191  -1.19964
C  2.62799  4.04664  2.76260
C  1.02754  -7.08746  -0.18190
O  2.75441  6.15381  -2.82383
H  3.88553  -2.94779  7.36549
C  -8.31363  1.76250  -5.69178
C  -4.85781  -1.19002  -5.79531
H  8.61859  -1.68220  0.30404
H  -8.81703  1.50315  -4.76223
H  3.03792  3.11961  2.36218
H  1.48703  -0.16465  -4.69906
H  -6.53283  -2.13249  2.46459
H  -5.32894  -0.10676  0.94451
C  -4.17871  -2.27059  -4.94692
S  -5.12094  2.53206  -1.21498
C  5.64968  -0.08229  -0.01738
H  6.19689  -0.08862  3.13865
C  -3.86063  1.12754  -6.09202
H  3.14256  5.83057  5.50928
H  7.10881  -2.13814  1.07006
H  -7.41985  -0.11921  5.35688
O  -6.10528  0.76407  3.48996
H  1.62274  9.90881  5.14931
H  -2.28212  -1.20004  -4.31921
H  0.89117  -8.06803  0.27643
H  3.61924  -4.42586  6.52274
C  2.11765  7.87291  4.57445
O  -2.48098  0.29837  0.12531
H  -2.26886  -3.99826  -0.72766
O  -0.61475  -1.13133  1.02636
H  -4.56226  -1.75694  1.12832
H  -1.37476  2.93621  -2.71759
H  2.90440  8.06421  5.30590
C  0.22694  -6.03112  0.54119
H  0.13830  1.14754  -2.45493
H  0.52782  9.22992  3.98511
C  -2.20247  -6.23457  -0.41791
H  -0.43734  -3.83375  -2.20977
O  -7.53054  4.36119  -1.19356
C  2.83346  -2.67966  5.45037
C  0.27089  -4.69648  -0.16766
H  7.74047  1.61227  -0.91706
H  1.32872  7.45450  5.20150
C  7.53836  0.40145  1.54975
H  -2.56648  -4.89663  -2.12317
H  -4.41866  -1.11230  -6.78900
H  1.57935  4.17431  2.50113
F  -4.63840  0.97501  -1.05488
C  -7.32063  -0.97693  4.69251
C  -4.91902  -0.85301  1.61980
O  2.23181  -1.76480  5.92385
F  -5.14697  -3.12693  5.97068
H  -3.24426  -1.93109  -3.02739
H  3.20355  5.80835  1.46151
H  -4.08596  -0.52765  2.23963
S  -1.12945  -0.25866  0.00370
N  -0.17431  0.61586  -0.75480
H  -3.46261  0.78823  -3.48321
H  -3.93654  -6.85150  0.66776
H  7.80024  -1.04302  -2.53848
F  -2.63021  -2.70097  2.07446
H  -4.37451  -5.69401  -0.63538
C  1.58156  9.28432  4.25727
C  0.72127  -5.76079  1.98938
H  -5.76020  1.98340  -4.75724
H  -8.24734  -1.10512  4.12945
C  -0.53292  1.64891  -4.21886
H  5.01149  7.39786  4.47263
H  -3.62409  -5.06955  0.74339
S  -7.00997  3.54200  -2.27935
H  -2.97597  0.54086  -6.33114
H  7.05499  -2.20460  -0.60374
H  -2.73841  -7.30569  -2.27214
N  0.64765  1.23004  -3.33592
O  -3.99484  3.00873  -2.01772
H  -4.70642  -0.18021  -3.00850
F  -8.42765  3.15924  -2.95180
H  2.81038  7.76604  2.55503
H  0.93835  -7.14279  -1.26606
C  -3.29420  -1.47096  -4.01494
H  9.45400  0.40204  -3.36797
H  -7.90841  2.77435  -5.71170
C  -1.11299  2.95885  -3.77720
S  -3.92931  -3.92464  5.25571
H  -6.78025  0.94722  -6.92653
H  1.24908  -4.34045  -0.49710
H  5.59123  0.99192  -0.20544
H  7.96813  1.37387  1.30632
H  8.97391  0.58110  -0.79554
C  1.69419  -2.51662  3.15662
C  -6.03705  0.93363  -4.85717
O  2.92524  4.57468  -0.87622
H  -7.45334  -0.26808  -5.71400
H  2.40063  -4.29109  4.33855
C  7.53621  -1.64456  0.19672
H  1.73772  -3.16121  2.27739
O  -6.28249  4.20963  -3.34512
C  5.11614  -0.30165  1.37529
C  7.51720  0.00182  -2.38375
H  -6.47677  0.60694  -3.91607
H  5.94156  1.47892  2.38080
C  3.59180  5.17049  2.25284
H  1.62557  4.35204  4.48457
S  -2.54989  -3.58242  3.42553
H  -2.52280  -8.37917  -1.02695
N  -1.21628  -6.35319  0.73037
C  1.20759  -0.08697  -3.65034
F  1.34539  2.26937  -0.57667
H  5.85059  6.23753  3.25940
O  3.92820  2.22965  -2.44693
S  2.44798  4.90423  -2.19153
H  -1.06557  -7.77450  -1.63113
H  8.31997  1.62685  -3.55962
C  6.11831  0.42366  2.17785
O  -1.01649  0.98613  -5.09675
H  4.17165  0.23995  1.43156
O  -2.64163  -4.86398  2.81650
H  2.93004  3.05518  4.66885
N  -4.69098  0.21321  -5.15996
C  -2.08360  -7.45747  -1.41508
H  6.44617  0.01215  -2.58323
H  1.65486  6.52883  2.82085
H  -3.60741  -3.02308  -5.49121
C  2.46676  7.06168  3.31377
H  4.92819  -3.27311  6.06228
F  -1.28983  -1.40192  -1.19159
N  1.98005  3.63820  -3.23319
H  -4.87069  -2.91130  -4.39961
H  5.04219  7.54066  2.63498
O  -0.27613  2.27026  1.14375
N  3.69658  6.11839  3.47261
H  5.02602  -1.38790  1.40859
C  3.88608  -3.37960  6.36566
H  -7.01415  -1.91564  5.14944
O  -5.23960  3.05147  0.14409

Force components x, y, z for each atom (eV/Å):
C 0.281 -1.234 0.966
F -0.727 -0.534 0.202
S 1.476 3.169 -0.446
H 0.268 0.287 -0.288
O 0.806 0.167 -0.521
H -0.254 -0.259 0.215
C -1.991 1.169 -0.548
N 2.607 -0.605 1.122
H -0.904 0.065 -0.211
C 0.645 2.338 -1.110
H -0.391 0.213 -0.582
F 0.138 -0.483 0.905
H -0.178 0.942 -0.028
H -0.142 -0.013 -0.118
H -0.209 -0.172 -0.581
O -1.308 0.546 -1.628
C -1.344 -0.458 -0.787
N 0.237 1.858 1.475
H 0.374 -0.343 0.349
O -0.286 -0.416 1.978
H 0.251 0.811 -0.199
C -0.206 0.381 0.694
N 3.199 -0.406 -3.291
H -0.129 -0.531 0.125
C -1.266 1.682 -0.050
H -0.040 0.219 -0.493
S 4.631 -4.563 -5.913
H -0.343 -0.241 0.223
H 0.152 -0.677 0.495
H 0.287 0.116 0.474
H 0.463 0.519 -0.395
H -0.026 0.862 0.749
H 0.008 0.052 0.402
H 0.529 -0.174 0.042
H 0.053 -0.244 0.033
N 0.704 -2.402 1.008
O -0.246 -0.267 -1.081
H 0.162 -0.049 0.113
H 1.172 0.139 0.046
N 0.015 2.240 -0.855
C 0.063 0.699 -0.120
H -0.531 -0.967 -0.154
H -0.072 0.244 0.792
O -1.408 -0.274 -0.837
H 0.582 1.019 0.016
C -0.362 -0.641 0.246
C 1.020 -0.167 -0.564
C 0.210 0.496 0.505
H -0.538 0.448 0.083
O 1.623 4.704 -5.309
C 2.160 1.397 -1.143
C 1.092 0.005 -1.395
C 0.543 -1.554 -0.149
O 1.267 -1.628 0.078
H -0.563 0.373 -0.231
C 0.912 -0.520 -0.251
C -0.073 -0.348 -0.763
H -0.066 -0.438 -0.549
H -0.154 0.494 -0.094
H -0.503 -0.094 -0.245
H 0.557 0.341 0.251
H -0.312 0.134 -0.417
H -0.395 -0.073 0.505
C 0.729 0.337 0.131
S 2.947 -1.376 2.334
C 0.925 2.547 -0.124
H 0.027 0.427 0.335
C -1.052 -2.343 -0.100
H 0.068 -0.322 0.071
H 0.000 0.697 0.418
H -0.435 -0.539 0.554
O -0.194 -2.225 0.092
H 0.048 -0.104 0.045
H 0.133 -0.875 -0.560
H -0.376 -0.130 -0.227
H 0.205 -0.182 -0.314
C -0.812 0.747 0.479
O 2.959 -1.256 0.151
H -0.422 -0.433 0.861
O 0.323 1.067 0.256
H -0.009 0.369 -0.543
H 0.014 0.006 0.112
H 0.700 -0.531 -0.505
C 0.964 2.829 1.460
H 0.128 -0.132 0.947
H 0.109 0.152 -0.369
C -2.205 1.815 -1.142
H 0.165 0.781 0.949
O 1.709 -1.223 -1.023
C 1.181 0.648 3.961
C -0.011 1.732 -2.541
H -0.975 0.035 -0.164
H 0.047 -0.691 -0.260
C -1.110 0.720 -2.550
H -0.189 -0.756 0.073
H -0.022 -0.106 0.038
H 0.336 -0.044 -0.897
F -0.707 0.305 0.279
C 0.319 1.299 -0.705
C 0.302 -1.886 1.337
O -0.150 -0.930 -2.538
F 0.336 -0.145 0.077
H 0.352 -0.104 -0.029
H 0.374 -0.543 -0.427
H 0.031 0.656 -0.587
S -7.124 -4.597 -0.106
N 2.991 1.146 1.068
H 0.890 -0.329 -0.302
H -0.551 0.317 0.191
H -0.326 -0.478 1.098
F 0.181 0.147 0.809
H 0.421 -0.583 -0.548
C -0.123 -0.123 -0.076
C 0.800 -1.996 0.324
H -0.002 0.012 0.205
H -0.274 -0.128 0.253
C -1.501 0.611 -0.803
H 0.623 0.109 -0.249
H 0.238 -0.377 0.359
S -5.322 5.762 -1.513
H 0.196 0.459 0.126
H 0.749 0.262 -0.539
H 0.533 0.685 -0.205
N -2.625 -0.640 -1.346
O -1.839 -0.328 0.440
H -0.450 -0.291 -0.441
F 0.896 -0.640 -0.195
H 0.040 0.054 -0.020
H -0.827 0.051 0.120
C 0.882 0.972 1.420
H -0.060 -0.564 0.462
H -0.019 0.041 0.606
C 0.156 0.186 -0.026
S -4.451 -1.720 7.394
H 0.157 -0.543 -0.082
H 0.660 -0.920 0.525
H -0.795 -0.003 -0.540
H -0.581 0.384 0.296
H 0.189 -1.102 -0.191
C 0.455 -1.669 -1.443
C -0.105 0.569 -0.689
O 1.128 -0.590 -1.025
H -0.504 -0.021 -0.916
H -1.135 -0.301 -0.417
C -0.171 0.310 -0.032
H -0.602 0.207 -0.262
O -0.380 -1.053 0.962
C -0.446 0.268 -2.402
C 0.833 -1.644 -0.490
H 0.597 -0.165 0.115
H -0.769 -0.174 -0.118
C -0.541 0.404 1.951
H -0.117 -0.941 0.871
S 2.518 3.204 -3.133
H -0.066 0.166 0.764
N -2.138 -6.514 3.056
C 0.109 -0.886 -0.122
F 0.842 -0.214 0.706
H -0.077 -0.403 0.963
O -0.271 0.790 -0.376
S -5.286 4.449 1.501
H -0.059 0.586 -0.493
H -0.310 0.137 -0.098
C 2.502 -0.199 2.924
O 1.682 -0.220 1.205
H -0.351 -0.632 0.089
O -0.305 -0.945 0.675
H -0.176 0.310 0.381
N -0.411 -0.721 1.568
C -0.317 -0.818 1.439
H 0.044 0.673 -0.018
H -0.084 -0.299 0.591
H 0.113 0.440 -0.533
C 1.363 0.906 0.661
H -0.103 -0.262 -0.585
F -0.226 0.615 0.103
N -0.060 2.994 2.867
H -0.384 0.558 0.206
H -0.439 0.547 0.371
O 0.629 -1.052 0.326
N -0.724 -0.924 -0.028
H -0.147 0.054 1.251
C -0.315 -0.142 -0.525
H 0.141 0.187 0.013
O 0.051 -1.066 -2.465

As for the strongest force on any atom: 0.1711 hartree/bohr. The LUMO energy is -9.53 eV. The net charge is +3. The value obtained for the calculated total energy is -210835.403 eV. The value obtained for the HOMO energy is -13.33 eV.